1 | {"formula": "C6H9NO2", "method": "ωB97M-V with the def2-TZVPD basis set", "species": ["C", "C", "C", "C", "C", "C", "N", "O", "O", "H", "H", "H", "H", "H", "H", "H", "H", "H"], "coordinates": [[0.535, 0.752, -1.362], [-0.729, 0.495, -1.315], [0.895, 0.110, -0.133], [-0.629, -0.357, -0.074], [1.225, 1.149, 0.978], [-1.316, -1.721, -0.064], [-1.417, -2.201, 1.338], [-2.303, -1.794, 2.097], [-0.612, -3.054, 1.627], [1.102, 1.468, -1.898], [-1.552, 0.721, -2.039], [1.697, -0.636, -0.218], [-1.167, 0.174, 0.763], [1.201, 0.747, 1.963], [0.394, 1.836, 0.980], [2.007, 1.786, 0.667], [-2.376, -1.540, -0.354], [-0.700, -2.410, -0.722]]}

=====

2 | {"formula": "C6H9NO2", "method": "ωB97M-V with the def2-TZVPD basis set", "species": ["C", "C", "C", "C", "C", "C", "H", "H", "H", "H", "H", "H", "H", "H", "H", "N", "O", "O"], "coordinates": [[1.835, 0.676, 0.239], [0.710, -0.479, -0.023], [-0.439, -0.644, 1.002], [-0.476, -0.919, -0.942], [-1.554, 0.285, -0.898], [-1.635, 0.303, 0.570], [3.449, -1.164, 0.281], [1.827, 1.170, 1.314], [1.473, 1.744, -0.488], [1.218, -1.517, -0.205], [-0.262, -0.738, 2.061], [-0.184, -1.161, -2.066], [-2.537, 0.348, -1.474], [-1.900, 2.147, -0.257], [-2.498, 0.337, 1.222], [-1.158, 1.426, -0.096], [3.126, -0.015, -0.348], [-0.997, -1.801, 0.107]]}

=====

3 | {"formula": "C6H9NO2", "method": "ωB97M-V with the def2-TZVPD basis set", "species": ["C", "C", "C", "C", "C", "O", "C", "O", "N", "H", "H", "H", "H", "H", "H", "H", "H", "H"], "coordinates": [[0.238, -0.451, -0.263], [1.198, 0.546, -0.475], [0.572, -1.591, 0.689], [-0.563, -0.873, -1.476], [-0.839, 0.751, 0.731], [-0.250, 0.780, 1.981], [-0.326, 2.235, -0.011], [-2.016, 0.502, 0.566], [-0.203, 3.297, -0.456], [-0.603, 1.534, 2.474], [1.321, 1.043, -1.427], [1.899, 0.813, 0.306], [-0.352, -1.970, 1.126], [0.090, -1.245, -2.268], [1.225, -1.273, 1.498], [1.047, -2.404, 0.138], [-1.295, -1.642, -1.234], [-1.143, -0.053, -1.898]]}

=====

Which structure wins on stability? 3 wins.

=====

1 | {"formula": "C3H6N2", "method": "ωB97M-V with the def2-TZVPD basis set", "smiles": "C=NN1CC1", "species": ["C", "C", "C", "H", "H", "H", "H", "H", "H", "N", "N"], "coordinates": [[-2.021, 0.658, 0.291], [1.536, 0.020, 0.217], [0.664, -0.634, -0.785], [-2.337, 0.316, -0.708], [-2.751, 1.063, 1.212], [1.339, -0.507, 1.153], [2.437, 0.566, 0.213], [1.213, -0.814, -1.651], [0.328, -1.827, -0.503], [-0.697, 0.549, 0.661], [0.289, 0.610, -0.099]]}

=====

2 | {"formula": "C3H6N2", "method": "ωB97M-V with the def2-TZVPD basis set", "smiles": "[H]/N=N/C1CC1", "species": ["C", "C", "C", "N", "N", "H", "H", "H", "H", "H", "H"], "coordinates": [[1.094, -0.707, -0.118], [1.069, 0.756, -0.117], [-0.178, 0.075, 0.415], [-2.355, -0.111, 0.159], [-1.297, 0.166, -0.421], [1.021, -1.236, -0.978], [1.506, -1.278, 0.771], [1.836, 1.298, 0.505], [0.870, 1.133, -1.142], [-0.436, -0.230, 1.461], [-3.128, 0.134, -0.536]]}

=====

3 | {"formula": "C3H6N2", "method": "ωB97M-V with the def2-TZVPD basis set", "smiles": "C=C/C=N/N", "species": ["C", "C", "C", "H", "H", "H", "H", "H", "H", "N", "N"], "coordinates": [[0.212, 0.102, 0.021], [-1.087, -0.551, -0.027], [-2.219, 0.130, -0.077], [2.478, 0.986, 0.267], [3.216, -0.543, 0.169], [0.217, 1.216, 0.069], [-1.119, -1.656, -0.039], [-3.174, -0.355, -0.055], [-2.271, 1.204, -0.131], [2.473, 0.078, -0.179], [1.273, -0.611, -0.018]]}

=====

4 | {"formula": "C3H6N2", "method": "ωB97M-V with the def2-TZVPD basis set", "smiles": "C=CC#N.N", "species": ["C", "C", "N", "C", "N", "H", "H", "H", "H", "H", "H"], "coordinates": [[1.935, 0.600, -0.671], [0.618, 0.415, -0.747], [-1.453, -1.309, 0.683], [-0.315, 1.354, -0.183], [-1.079, 2.088, 0.287], [2.361, 1.474, -0.189], [-0.800, -1.613, 1.400], [2.619, -0.133, -1.086], [0.171, -0.471, -1.184], [-2.217, -1.980, 0.684], [-1.840, -0.426, 1.006]]}

=====

Which structure wins on stability? 4 wins.

=====

1 | {"formula": "C3H6N2", "method": "ωB97M-V with the def2-TZVPD basis set", "smiles": "C=C/C=N/N", "species": ["C", "C", "C", "H", "H", "H", "H", "H", "H", "N", "N"], "coordinates": [[-0.177, 0.110, 0.148], [0.833, -0.174, -0.876], [0.529, -0.353, -2.168], [-1.679, 0.306, 2.115], [-0.426, 0.227, 3.239], [-1.218, 0.226, -0.174], [1.874, -0.217, -0.529], [1.296, -0.532, -2.900], [-0.494, -0.348, -2.553], [-0.728, 0.560, 2.328], [0.189, 0.195, 1.371]]}

=====

2 | {"formula": "C3H6N2", "method": "ωB97M-V with the def2-TZVPD basis set", "species": ["C", "C", "C", "N", "N", "H", "H", "H", "H", "H", "H"], "coordinates": [[1.521, -0.048, 0.140], [-0.562, -1.096, -0.437], [0.132, 0.155, 0.242], [2.655, -0.145, -0.077], [-0.275, 1.426, -0.226], [-0.428, -1.863, 0.241], [-0.223, -1.454, -1.395], [-1.670, -0.883, -0.483], [-0.351, 0.128, 1.928], [-1.201, 1.634, 0.238], [0.403, 2.145, -0.172]]}

=====

Which structure wins on stability? 1 wins.

=====

1 | {"formula": "C3H6N2", "method": "ωB97M-V with the def2-TZVPD basis set", "smiles": "C=N/N=C\\C", "species": ["C", "C", "C", "H", "H", "H", "H", "H", "H", "N", "N"], "coordinates": [[-1.682, 0.575, 0.864], [-1.176, -0.348, -0.199], [2.139, -0.192, -0.134], [-0.890, 1.090, 1.448], [-2.406, 0.014, 1.486], [-2.273, 1.329, 0.367], [-1.931, -1.091, -0.567], [2.916, 0.449, 0.247], [2.441, -1.236, -0.563], [0.025, -0.511, -0.664], [0.898, 0.402, -0.137]]}

=====

2 | {"formula": "C3H6N2", "method": "ωB97M-V with the def2-TZVPD basis set", "species": ["C", "N", "C", "C", "N", "H", "H", "H", "H", "H", "H"], "coordinates": [[0.528, 0.242, -0.053], [1.694, -0.536, -0.349], [-0.707, -0.486, 0.073], [-2.004, -0.573, 0.001], [0.443, 1.511, -0.493], [2.237, -0.777, 0.472], [2.275, -0.034, -1.013], [0.506, 2.142, 0.310], [0.151, -0.216, 1.181], [-2.570, -1.261, 0.623], [-2.554, -0.011, -0.752]]}

=====

3 | {"formula": "C3H6N2", "method": "ωB97M-V with the def2-TZVPD basis set", "smiles": "C=N/N=C\\C", "species": ["C", "C", "C", "H", "H", "H", "H", "H", "H", "N", "N"], "coordinates": [[-1.623, -0.509, -0.014], [-0.854, 0.776, -0.020], [2.383, -0.100, 0.044], [-1.060, -1.441, -0.231], [-2.498, -0.390, -0.788], [-2.118, -0.645, 0.985], [-1.504, 1.693, 0.041], [2.944, -1.018, 0.084], [2.827, 0.890, 0.390], [0.397, 0.999, -0.176], [1.108, -0.255, -0.315]]}

=====

4 | {"formula": "C3H6N2", "method": "ωB97M-V with the def2-TZVPD basis set", "smiles": "[H]/N=C/N1CC1", "species": ["C", "C", "C", "H", "H", "H", "H", "H", "H", "N", "N"], "coordinates": [[0.434, 0.144, -1.151], [-1.078, -0.293, 0.815], [0.321, 0.271, 1.348], [0.679, -0.262, -2.967], [1.522, 0.610, -1.243], [-0.920, -1.296, 0.430], [-2.020, 0.355, 1.088], [0.869, -0.565, 1.693], [0.356, 1.157, 1.990], [0.038, -0.625, -2.063], [-0.200, 0.503, 0.059]]}

=====

Which structure wins on stability? 3 wins.

=====

1 | {"formula": "CH3NO2P2", "method": "ωB97M-V with the def2-TZVPD basis set", "species": ["C", "N", "O", "O", "P", "P", "H", "H", "H"], "coordinates": [[0.332, -1.054, 0.161], [0.905, -0.017, 0.739], [2.912, 1.174, -0.300], [-1.757, 0.628, 0.143], [2.588, -0.118, 0.317], [-1.416, -1.003, -0.090], [0.252, 0.657, 1.014], [-2.591, 0.829, -0.368], [-1.225, -1.097, -1.616]]}

=====

2 | {"formula": "CH3NO2P2", "method": "ωB97M-V with the def2-TZVPD basis set", "smiles": "O=PNC#[PH]O", "species": ["C", "N", "O", "O", "P", "P", "H", "H", "H"], "coordinates": [[0.053, -1.231, -0.083], [0.944, -0.256, 0.029], [3.191, 1.144, 0.287], [-1.687, 0.767, 0.135], [2.835, -0.192, -0.211], [-1.582, -0.911, 0.307], [0.676, 0.592, 0.646], [-2.540, 1.204, 0.100], [-1.890, -1.117, -1.210]]}

=====

Which structure wins on stability? 1 wins.

=====

1 | {"formula": "C4H8N2", "method": "ωB97M-V with the def2-TZVPD basis set", "species": ["C", "C", "C", "C", "N", "N", "H", "H", "H", "H", "H", "H", "H", "H"], "coordinates": [[-1.388, -0.160, 0.007], [1.936, -0.521, 0.383], [-1.920, 0.949, -0.645], [1.241, 0.549, -0.720], [1.765, -2.508, 1.762], [1.897, -1.324, 1.274], [-2.723, 0.992, -1.482], [-2.374, 1.569, 0.237], [-1.250, 1.646, -1.094], [1.779, 1.232, -1.334], [0.655, -0.312, -1.130], [0.485, 1.165, -0.313], [2.005, -2.395, 2.775], [-2.107, -0.884, 0.280]]}

=====

2 | {"formula": "C4H8N2", "method": "ωB97M-V with the def2-TZVPD basis set", "species": ["C", "C", "C", "N", "C", "N", "H", "H", "H", "H", "H", "H", "H", "H"], "coordinates": [[-0.728, 1.104, -0.777], [0.130, -0.056, -0.448], [1.551, 0.097, -0.031], [-0.353, -1.255, -0.561], [-1.224, -0.117, 1.970], [-1.039, -0.853, 2.866], [-1.376, 1.127, 0.122], [-1.320, 0.943, -1.682], [-0.157, 2.030, -0.839], [2.191, -0.193, -0.876], [1.769, -0.544, 0.827], [1.771, 1.132, 0.229], [0.139, -2.039, -0.147], [-1.356, -1.375, -0.655]]}

=====

Which structure wins on stability? 2 wins.

=====

1 | {"formula": "C4H8N2", "method": "ωB97M-V with the def2-TZVPD basis set", "smiles": "CN1CCC=N1", "species": ["C", "C", "C", "C", "H", "H", "H", "H", "H", "H", "H", "H", "N", "N"], "coordinates": [[-2.168, -0.143, 0.039], [0.329, 0.969, -0.110], [1.694, 0.232, 0.002], [1.131, -1.175, -0.044], [-2.684, -0.339, -0.862], [-2.264, -1.015, 0.775], [-2.376, 0.762, 0.561], [0.289, 1.404, 0.858], [0.228, 1.826, -0.685], [2.452, 0.569, 0.709], [2.344, 0.279, -0.943], [1.898, -1.979, 0.164], [-0.750, -0.048, -0.337], [-0.122, -1.343, -0.127]]}

=====

2 | {"formula": "C4H8N2", "method": "ωB97M-V with the def2-TZVPD basis set", "species": ["C", "N", "C", "C", "C", "N", "H", "H", "H", "H", "H", "H", "H", "H"], "coordinates": [[-0.540, 1.638, 0.186], [-0.981, 0.329, 0.368], [-0.083, -0.573, -0.222], [1.293, -0.685, 0.432], [-0.732, -1.863, -0.484], [-1.259, -2.858, -0.756], [0.369, 1.883, 0.739], [-1.339, 2.376, 0.355], [0.038, 1.413, -1.108], [-1.943, 0.178, 0.088], [0.232, 0.293, -1.331], [1.857, -1.480, -0.060], [1.836, 0.252, 0.285], [1.254, -0.903, 1.507]]}

=====

3 | {"formula": "C4H8N2", "method": "ωB97M-V with the def2-TZVPD basis set", "smiles": "CN(C)CC#N", "species": ["C", "N", "C", "C", "C", "N", "H", "H", "H", "H", "H", "H", "H", "H"], "coordinates": [[-0.490, 1.327, 0.231], [-0.476, 0.030, -0.454], [-1.065, -0.984, 0.410], [0.832, -0.393, -0.967], [1.919, -0.199, 0.018], [2.687, 0.005, 0.858], [-1.520, 1.693, 0.330], [0.066, 2.072, -0.342], [-0.072, 1.290, 1.253], [-0.439, -1.202, 1.294], [-1.226, -1.905, -0.158], [-2.040, -0.642, 0.776], [1.110, 0.122, -1.896], [0.832, -1.461, -1.232]]}

=====

Which structure wins on stability? 3 wins.

=====

1 | {"formula": "C4H8N2", "method": "ωB97M-V with the def2-TZVPD basis set", "smiles": "C1N[C@H]1[C@H]1CN1", "species": ["C", "N", "C", "C", "C", "N", "H", "H", "H", "H", "H", "H", "H", "H"], "coordinates": [[1.931, -0.126, -0.010], [1.050, -1.250, 0.293], [0.667, -0.315, -0.770], [-0.562, 0.525, -0.544], [-1.699, -0.050, 0.303], [-0.762, 0.898, 0.829], [2.879, -0.411, -0.467], [1.994, 0.681, 0.717], [0.523, -0.991, 1.129], [0.756, -0.724, -1.774], [-1.276, 0.722, -1.325], [-1.619, -1.107, 0.496], [-2.711, 0.342, 0.135], [-1.170, 1.807, 0.988]]}

=====

2 | {"formula": "C4H8N2", "method": "ωB97M-V with the def2-TZVPD basis set", "smiles": "CC1=NN1.C=C", "species": ["C", "C", "C", "C", "N", "N", "H", "H", "H", "H", "H", "H", "H", "H"], "coordinates": [[1.888, -0.635, -0.002], [1.252, 0.460, -0.784], [-2.032, 0.668, -0.380], [-1.859, 0.366, 0.902], [1.464, -1.566, 0.930], [2.937, -1.076, 0.570], [0.595, 0.074, -1.523], [1.909, 1.119, -1.287], [0.589, 0.995, -0.040], [-3.104, 0.572, -0.822], [-1.197, 0.985, -1.063], [1.162, -2.378, 0.443], [-0.949, 0.474, 1.559], [-2.656, -0.058, 1.495]]}

=====

3 | {"formula": "C4H8N2", "method": "ωB97M-V with the def2-TZVPD basis set", "species": ["C", "N", "C", "C", "C", "N", "H", "H", "H", "H", "H", "H", "H", "H"], "coordinates": [[2.015, -0.105, 0.083], [0.570, -0.138, 0.198], [-0.098, -0.782, -0.665], [-1.592, -0.864, -0.626], [-1.453, 2.960, 1.650], [-0.829, 1.997, 1.407], [2.389, -0.626, -0.809], [2.455, -0.567, 0.973], [2.347, 0.937, 0.055], [-0.289, 1.169, 1.111], [0.409, -1.305, -1.491], [-2.023, -0.377, -1.508], [-1.914, -1.911, -0.652], [-1.988, -0.388, 0.274]]}

=====

Which structure wins on stability? 3 wins.